Formula: C4H10NP
Source: the Open Molecules 2025 dataset
Level of theory: wB97M-V/def2-TZVPD

The energy above the lowest of the compared OMol25 structures with the same formula, charge and spin is 87.47 kcal per mole. The HOMO-LUMO gap (alpha / beta) is 9.3237 / 7.3201 eV.

Geometry as ORCA input:
```
! wB97M-V def2-TZVPD RIJCOSX def2/J DEFGRID3
* xyz 0 1
C 0.768 -0.505 -1.252
C 0.874 -0.297 0.212
C 2.235 0.046 0.932
C -2.435 0.472 0.303
N -2.419 -0.945 0.419
P 0.482 -1.974 -0.182
H -0.027 -0.079 -1.783
H 1.686 -0.651 -1.684
H 0.019 0.249 0.582
H 2.508 1.039 1.060
H 2.979 -0.428 0.346
H 2.287 -0.540 1.901
H -2.005 0.930 1.211
H -1.653 0.748 -0.500
H -3.306 0.990 0.073
H -3.060 -1.285 -0.302
*
```


Formula: C15H12Cl27F7N
Source: the Open Molecules 2025 dataset
Level of theory: wB97M-V/def2-TZVPD

The HOMO-LUMO gap is 6.6395 eV.

Geometry as ORCA input:
```
! wB97M-V def2-TZVPD RIJCOSX def2/J DEFGRID3
* xyz -1 1
C 6.056 -0.970 -0.085
C 5.386 0.174 -0.159
C 4.162 1.260 -0.099
N 3.321 1.292 -1.320
C 2.436 0.144 -1.434
F 1.558 0.425 -2.584
F 3.106 -1.113 -1.789
C 1.443 -0.107 -0.190
F 2.082 -0.767 0.943
F 0.455 -1.090 -0.662
C 0.566 1.182 0.251
F -0.182 0.777 1.439
F 1.326 2.320 0.631
F -0.459 1.483 -0.731
H 6.629 -1.951 -0.299
H 4.704 2.292 -0.054
H 3.571 1.195 0.898
C -0.867 1.976 -4.002
Cl -2.334 1.193 -3.393
Cl -0.591 1.546 -5.697
Cl -0.979 3.733 -3.816
H -0.019 1.622 -3.415
C -5.124 4.639 -3.495
Cl -6.586 3.851 -2.883
Cl -4.850 4.212 -5.190
Cl -5.239 6.395 -3.306
H -4.274 4.286 -2.911
C -2.818 -0.813 0.281
Cl -3.387 -0.644 -1.385
Cl -3.568 0.406 1.323
Cl -3.148 -2.441 0.891
H -1.740 -0.657 0.292
C -2.020 2.316 4.301
Cl -0.952 1.220 5.190
Cl -3.635 2.337 5.029
Cl -1.338 3.948 4.254
H -2.109 1.952 3.278
C -3.258 -2.400 -5.291
Cl -1.668 -2.214 -4.537
Cl -4.352 -1.113 -4.762
Cl -3.113 -2.408 -7.055
H -3.676 -3.356 -4.977
C 5.272 -2.350 -4.678
Cl 4.702 -0.894 -5.508
Cl 6.776 -2.934 -5.411
Cl 5.500 -2.032 -2.954
H 4.514 -3.125 -4.787
C -6.112 0.566 7.182
Cl -5.746 0.527 8.913
Cl -7.062 -0.853 6.715
Cl -6.971 2.056 6.761
H -5.172 0.545 6.632
C 5.102 -2.060 3.746
Cl 5.018 -1.694 2.014
Cl 6.778 -1.985 4.317
Cl 4.081 -0.945 4.669
H 4.732 -3.073 3.904
C 0.753 -3.673 2.997
Cl 0.179 -2.226 2.159
Cl 2.250 -4.266 2.260
Cl 0.999 -3.339 4.719
H -0.006 -4.448 2.903
*
```


Formula: C2H25CdO19V
Source: the Open Molecules 2025 dataset
Level of theory: wB97M-V/def2-TZVPD

The energy above the lowest of the compared OMol25 structures with the same formula, charge and spin is 0.00 kcal per mole. The HOMO-LUMO gap (alpha / beta) is 6.6427 / 8.4357 eV. The expectation value of S² is 0.799.

Geometry as ORCA input:
```
! wB97M-V def2-TZVPD RIJCOSX def2/J DEFGRID3
* xyz 1 2
Cd 25.867 17.322 2.939
O 29.415 15.828 4.835
V 29.292 17.472 4.992
C 30.970 17.485 3.127
O 29.769 17.620 2.962
O 31.926 17.540 2.193
O 31.292 17.371 4.314
H 31.501 17.493 1.367
C 26.921 17.643 5.297
O 27.549 17.900 4.189
O 27.760 17.177 6.194
O 25.663 17.399 5.221
O 26.144 19.570 2.546
H 25.378 20.125 2.825
H 26.559 19.969 1.786
O 24.227 15.675 3.536
H 23.494 16.272 3.889
H 23.810 15.070 2.935
O 26.583 20.546 5.393
H 25.976 20.100 5.992
H 27.050 19.950 4.792
O 23.545 18.843 5.836
H 24.354 18.457 5.506
H 23.118 18.274 6.527
O 26.560 14.608 5.881
H 26.803 14.145 6.671
H 26.695 15.568 6.056
O 25.772 19.480 7.933
H 26.360 20.183 8.165
H 26.201 18.630 8.031
O 24.451 16.160 7.118
H 25.088 16.665 6.583
H 23.928 16.742 7.671
O 27.631 17.267 1.332
H 28.252 17.803 1.730
H 27.585 17.362 0.387
O 26.987 15.239 3.174
H 26.806 14.796 4.007
H 27.763 14.808 2.803
O 29.512 19.488 5.437
H 29.288 20.324 4.907
H 29.283 19.796 6.374
O 27.075 16.649 8.668
H 27.233 16.917 7.735
H 26.213 16.200 8.707
O 30.395 16.971 6.773
H 30.142 16.266 7.424
H 31.310 16.792 6.621
*
```


Formula: C35H35GeMoN3
Source: the Open Molecules 2025 dataset
Level of theory: wB97M-V/def2-TZVPD

The energy above the lowest of the compared OMol25 structures with the same formula, charge and spin is 0.00 kcal per mole. The HOMO-LUMO gap (alpha / beta) is 7.2707 / 7.1876 eV. The expectation value of S² is 2.130.

Geometry as ORCA input:
```
! wB97M-V def2-TZVPD RIJCOSX def2/J DEFGRID3
* xyz 0 3
Mo -1.607 -0.935 -0.116
C -2.060 -1.776 2.822
N -2.058 -2.338 1.474
C -3.381 -2.883 1.175
C -1.054 -3.371 1.270
C -0.651 -4.226 2.280
C 0.352 -5.162 2.061
C 0.994 -5.188 0.836
C 0.586 -4.363 -0.192
C -0.494 -3.480 -0.031
N -1.004 -2.644 -0.986
C -0.518 -2.541 -2.261
C 0.019 -3.575 -3.043
C 0.671 -3.291 -4.226
C 0.776 -1.986 -4.671
C 0.094 -0.975 -4.009
C -0.591 -1.247 -2.839
N -1.496 -0.311 -2.197
C -1.198 1.090 -2.475
C -2.844 -0.608 -2.703
H -2.449 -2.479 3.569
H -1.047 -1.475 3.093
H -2.698 -0.889 2.818
H -3.651 -3.675 1.889
H -4.125 -2.079 1.233
H -3.389 -3.314 0.170
H -1.099 -4.169 3.261
H 0.642 -5.835 2.854
H 1.827 -5.859 0.677
H 1.139 -4.372 -1.117
H -0.091 -4.602 -2.727
H 1.120 -4.096 -4.789
H 1.342 -1.753 -5.557
H 0.139 0.028 -4.408
H -1.280 1.317 -3.546
H -1.905 1.713 -1.922
H -0.192 1.321 -2.126
H -2.897 -0.423 -3.786
H -3.093 -1.659 -2.530
H -3.580 0.031 -2.200
C -1.060 0.648 0.704
Ge 0.402 1.848 0.981
C 2.045 1.081 0.135
C 1.899 0.035 -0.762
C 2.972 -0.448 -1.487
C 4.232 0.095 -1.302
C 4.409 1.090 -0.356
C 3.323 1.581 0.348
C -0.082 3.510 -0.004
C -1.168 4.246 0.457
C -1.645 5.334 -0.251
C -1.059 5.689 -1.456
C 0.028 4.969 -1.921
C 0.513 3.895 -1.196
C 0.776 2.426 2.841
C 1.805 3.312 3.125
C 2.091 3.681 4.427
C 1.332 3.177 5.469
C 0.280 2.320 5.196
C 0.009 1.948 3.892
H 0.912 -0.416 -0.870
H 2.820 -1.246 -2.203
H 5.069 -0.252 -1.891
H 5.393 1.495 -0.167
H 3.480 2.358 1.081
H -1.652 3.947 1.380
H -2.481 5.899 0.142
H -1.450 6.518 -2.028
H 0.500 5.241 -2.855
H 1.362 3.336 -1.568
H 2.385 3.730 2.315
H 2.906 4.363 4.626
H 1.555 3.454 6.490
H -0.328 1.935 6.004
H -0.818 1.283 3.676
*
```


Formula: C27H33GeMoN6O10Se
Source: the Open Molecules 2025 dataset
Level of theory: wB97M-V/def2-TZVPD

The HOMO-LUMO gap (alpha / beta) is 6.3380 / 4.2009 eV. The expectation value of S² is 2.294.

Geometry as ORCA input:
```
! wB97M-V def2-TZVPD RIJCOSX def2/J DEFGRID3
* xyz 1 3
Mo 0.121 -0.787 0.636
O -2.838 -3.181 3.005
C -3.323 -3.880 1.971
C -4.395 -4.729 2.254
C -4.944 -5.521 1.273
C -4.436 -5.505 -0.030
C -3.386 -4.673 -0.324
C -2.822 -3.835 0.655
C -1.760 -2.927 0.265
O -1.448 -1.949 1.093
N -1.119 -3.099 -0.875
N -0.108 -2.210 -0.934
C 0.752 -2.234 -1.877
C 1.882 -1.326 -1.774
C 2.956 -1.400 -2.648
C 4.069 -0.610 -2.415
C 4.079 0.238 -1.319
C 2.964 0.280 -0.500
N 1.884 -0.468 -0.729
H -1.989 -2.753 2.789
H -4.760 -4.750 3.272
H -5.773 -6.172 1.520
H -4.866 -6.136 -0.796
H -2.977 -4.635 -1.324
H 0.680 -2.958 -2.681
H 2.927 -2.095 -3.476
H 4.924 -0.667 -3.075
H 4.938 0.851 -1.086
H 2.916 0.928 0.367
C -2.578 0.999 1.434
C -2.001 1.365 0.077
C -3.044 1.344 -1.023
O -0.934 0.502 -0.299
H -3.369 1.694 1.715
H -1.805 1.031 2.204
H -2.999 -0.007 1.406
H -1.585 2.384 0.148
H -3.457 0.339 -1.118
H -2.604 1.626 -1.981
H -3.860 2.031 -0.796
C 3.457 4.916 -2.105
Ge 2.180 4.260 -3.422
C 1.595 5.636 -4.663
C 2.767 2.608 -4.268
C 0.445 3.714 -2.455
Se 0.817 2.999 -0.759
C 0.782 4.615 0.293
H 4.405 5.111 -2.609
H 3.649 4.189 -1.313
H 3.125 5.852 -1.655
H 2.443 5.964 -5.266
H 1.203 6.501 -4.128
H 0.826 5.256 -5.335
H 3.754 2.746 -4.710
H 2.076 2.312 -5.058
H 2.831 1.801 -3.538
H 0.001 2.928 -3.066
H -0.206 4.584 -2.389
H 1.806 4.969 0.397
H 0.407 4.339 1.275
H 0.145 5.350 -0.190
O 2.447 -1.175 7.320
N 2.742 -0.111 6.827
O 3.321 0.791 7.393
C 2.307 0.131 5.444
C 1.642 -0.879 4.761
C 1.262 -0.621 3.471
C 1.457 0.614 2.839
O 0.903 0.818 1.676
C 2.196 1.571 3.559
C 2.595 1.344 4.863
N 2.542 2.844 2.947
O 2.754 3.788 3.664
O 2.625 2.890 1.722
N 0.620 -1.627 2.649
O -0.041 -2.529 3.212
O 1.432 -1.969 1.575
H 1.431 -1.833 5.224
H 3.126 2.105 5.417
*
```


no.,E (eV)
1,-15084.505
2,-374363.311
3,-71631.253
4,-99701.581
5,-181653.904